1.
ORCA calculation (ωB97M-V/def2-TZVPD) on a 13-piece molecular cluster, H24NO15 overall at a distorted geometry.

Results
Molecular weight   278.18 g mol⁻¹
Energy above the lowest of the compared OMol25 structures with the same formula, charge and spin   24.0 kcal per mole
Kohn-Sham gap   9.452 eV
E   -32591.7057 eV

ORCA input file:
```
! RIJCOSX wB97M-V def2-TZVPD def2/J DEFGRID3
* xyz -1 1
N 0.23457 -0.10882 -0.45082
O 0.31658 0.11318 0.74018
O -0.15442 0.77218 -1.19382
O 0.27858 -1.28582 -0.80882
O -2.10842 -2.10582 1.13818
H -2.10942 -2.45482 0.24518
H -2.87942 -2.52082 1.51018
O 2.22558 -1.98982 1.25018
H 1.51758 -1.45683 0.90918
H 2.01058 -2.86482 1.05318
O -1.08943 1.55917 -3.73282
H -0.81542 2.35618 -4.18882
H -0.39743 0.93417 -3.91782
O 0.78458 3.74918 -0.33982
H 0.00258 3.22018 -0.11482
H 0.66858 4.48618 0.23018
O -2.15242 3.03418 -0.27582
H -2.01042 2.11918 -0.33482
H -3.11342 3.16118 -0.12882
O 2.90158 1.53118 1.19818
H 2.00558 1.32918 1.02718
H 3.19158 2.06018 0.42618
O -0.26543 -1.93582 3.23418
H 0.06058 -2.80982 3.09718
H -0.89743 -1.79582 2.56318
O 1.09158 0.59718 3.87418
H 0.52858 1.23918 3.45318
H 0.71058 -0.27482 3.67018
O 2.12557 -2.88982 -2.18982
H 1.78857 -2.15482 -1.63482
H 1.37758 -3.43482 -2.20082
O 1.86557 1.82018 -2.89382
H 2.32158 2.14418 -2.14182
H 1.09057 1.53718 -2.43782
O -2.14842 0.54317 1.53218
H -1.19442 0.55218 1.42818
H -2.26542 -0.43982 1.32318
O -1.88642 -2.96982 -1.35782
H -2.42042 -3.02182 -2.12282
H -1.19042 -2.34382 -1.43682
*
```

---

2.
ORCA calculation (ωB97M-V/def2-TZVPD) on H24NeO12 as an isolated structure.

Results
Molecular weight   236.36 g mol⁻¹
Energy above the lowest of the compared OMol25 structures with the same formula, charge and spin   13.2 kcal per mole
Kohn-Sham gap   10.483 eV
E   -28469.6554 eV

ORCA input file:
```
! RIJCOSX wB97M-V def2-TZVPD def2/J DEFGRID3
* xyz 0 1
Ne 18.70538 17.20573 -1.09956
O 16.65395 15.33361 -0.41813
H 17.28481 15.29896 -1.13720
H 15.80474 15.19333 -0.83694
O 17.39680 15.20271 2.42553
H 17.19739 15.33128 1.49820
H 18.26472 14.79909 2.43065
O 15.66143 17.75971 -3.02217
H 16.60252 17.71715 -3.19177
H 15.59202 18.14955 -2.15071
O 17.52602 20.56281 0.60489
H 17.10750 21.11382 -0.05651
H 18.46005 20.75455 0.52090
O 18.29622 18.22876 -4.05128
H 17.68271 18.26820 -4.78495
H 18.45602 19.14440 -3.82259
O 22.12015 19.70592 -2.18356
H 21.90459 18.78012 -2.07105
H 22.74096 19.89501 -1.47994
O 21.41979 16.45616 0.16878
H 20.94027 16.61427 0.98198
H 21.12692 15.59125 -0.11824
O 20.27886 13.72160 -0.49953
H 19.59093 13.77302 -1.16311
H 20.86692 13.03590 -0.81613
O 19.95315 16.02870 -4.48740
H 20.21359 15.70877 -5.35115
H 19.63659 16.91796 -4.64629
O 15.75287 17.93340 -0.13513
H 16.49220 18.45864 0.17105
H 16.06570 17.02985 -0.09076
O 22.09677 16.94232 -2.63905
H 21.37232 16.66804 -3.20134
H 21.80894 16.72326 -1.75282
O 18.37602 14.37903 -2.46550
H 17.95073 13.59726 -2.81791
H 18.79847 14.78441 -3.22275
*
```

---

3.
ORCA calculation (ωB97M-V/def2-TZVPD) on a 12-piece molecular cluster, H24O12 overall at a distorted geometry.

Results
Molecular weight   216.18 g mol⁻¹
Energy above the lowest of the compared OMol25 structures with the same formula, charge and spin   114.8 kcal per mole
Kohn-Sham gap   9.949 eV
E   -24956.7180 eV

ORCA input file:
```
! RIJCOSX wB97M-V def2-TZVPD def2/J DEFGRID3
* xyz 0 1
O 0.25447 -0.45549 -0.54130
H 0.56351 -1.34323 -0.43104
H -0.50617 -0.32992 0.15515
O 0.76511 2.12527 2.48585
H 1.40899 2.66475 2.05946
H -0.01450 2.72816 2.71491
O -4.17773 3.04655 0.45443
H -3.35226 2.92233 0.93308
H -4.01734 3.52716 -0.39877
O -2.17281 -3.09731 1.78804
H -2.04880 -3.86460 2.36616
H -1.36675 -2.52616 1.90296
O 1.03108 -1.00651 -2.78022
H 1.07602 -0.53214 -3.54931
H 1.51542 -0.50624 -2.07607
O -3.91170 0.54865 1.86099
H -4.30774 0.00082 2.55628
H -4.52034 1.24892 1.70229
O 3.53657 -1.30182 2.58264
H 4.42344 -1.50561 2.32612
H 3.70492 -1.24151 3.60504
O 0.74354 3.21355 -3.21375
H 1.40678 2.60350 -3.59969
H 1.14620 3.89163 -2.76270
O 2.50439 -3.55966 -3.49828
H 1.89384 -4.07791 -2.99533
H 1.82021 -2.90754 -3.91272
O -1.26950 -1.48281 -2.30303
H -0.95972 -1.34925 -3.14653
H -0.56052 -1.67198 -1.62754
O 3.57951 1.16130 -0.88058
H 3.83504 0.50445 -0.31108
H 3.36088 0.57904 -1.64938
O -1.92532 0.96050 3.67119
H -1.08672 0.61156 3.51660
H -2.37198 0.42153 2.99614
*
```

---

4.
ORCA calculation (ωB97M-V/def2-TZVPD) on a 12-piece molecular cluster, H24O12 overall at a distorted geometry.

Results
Molecular weight   216.18 g mol⁻¹
Energy above the lowest of the compared OMol25 structures with the same formula, charge and spin   36.2 kcal per mole
Kohn-Sham gap   8.710 eV
E   -24960.1236 eV

ORCA input file:
```
! RIJCOSX wB97M-V def2-TZVPD def2/J DEFGRID3
* xyz 0 1
O -1.16407 0.16006 -2.84660
H -2.01402 0.18261 -2.43977
H -0.78080 -0.70395 -2.69897
O 0.86744 -0.91786 2.51192
H -0.05890 -0.83281 2.86232
H 0.74997 -1.80291 2.13321
O -1.81675 1.24941 1.00860
H -2.37272 1.78318 0.40847
H -1.06423 1.82412 1.13850
O 0.12041 -0.14776 -0.10192
H -0.76408 0.17281 0.00551
H 0.33775 -0.45909 0.77219
O 3.03224 1.48017 -0.83741
H 2.74701 1.26931 0.07174
H 2.32273 1.93644 -1.26576
O 2.77560 0.84826 1.81973
H 3.44509 1.00327 2.50090
H 2.13822 0.30704 2.27199
O 0.51336 2.07810 -1.58494
H 0.49412 1.50388 -0.81756
H -0.19356 1.58330 -2.09530
O -2.83259 -1.93361 -0.42089
H -3.29544 -2.69360 -0.81338
H -3.23530 -1.18764 -0.94140
O -1.86716 -1.04228 2.24285
H -1.79908 -0.13209 1.85084
H -2.34508 -1.54241 1.59784
O 0.58182 2.54161 1.32742
H 1.35601 2.07568 1.64650
H 1.00245 3.18372 0.76687
O -0.55931 -2.36103 -1.99973
H -0.50091 -3.32880 -2.00780
H -1.10019 -2.01636 -1.31373
O 2.08047 -1.19071 -1.73874
H 1.88669 -2.11388 -1.64212
H 1.31282 -0.77617 -1.37136
*
```